Entry from OMol25: a 9-piece molecular cluster, C32H74O22 overall at a distorted geometry (the ωB97M-V functional and the def2-TZVPD basis).

Computed properties:
F_max: 3.86 eV/Å
E_tot: -2918.62438 Eh
highest occupied orbital energy: -9.4 eV
SMILES string: COC(=O)OC.COC(=O)OC.COC(=O)OC.COC(=O)OC.COCCOC.COCCOC.COCCOC.COCCOC.COCCOC
total charge: 0
relative energy (zero: lowest compared OMol25 entry of this formula, charge and spin): 0.000 eV

Each line ends with the Mulliken charge.
Element x y z (Å)
C  -19.56738  -5.46699  15.47873  -0.587
O  -18.73996  -5.64830  14.31240  -0.398
C  -17.36066  -5.92787  14.55984  -0.663
C  -17.05350  -7.00896  15.50004  -0.574
O  -17.00288  -6.73053  16.90170  0.030
C  -15.94250  -5.93334  17.26564  -0.857
H  -19.13459  -4.82288  16.22333  0.265
H  -19.97360  -6.42348  15.83378  0.179
H  -20.49765  -4.97329  15.11124  0.301
H  -16.82424  -5.08619  14.92859  0.332
H  -16.97339  -6.19274  13.57116  0.327
H  -16.06350  -7.33254  15.21725  0.442
H  -17.72780  -7.80682  15.44093  0.395
H  -16.05776  -5.73061  18.34156  0.235
H  -15.93239  -4.90716  16.85569  0.294
H  -14.94006  -6.42916  17.03656  0.267
C  -8.88455  -11.47169  16.46998  -0.698
O  -8.45183  -10.38701  15.73137  -0.373
C  -9.36762  -9.45416  15.31053  -0.147
C  -8.78486  -8.65742  14.13570  -0.722
O  -8.90488  -9.36823  12.89291  -0.296
C  -8.33310  -8.69430  11.79984  -0.669
H  -9.31265  -11.09834  17.42234  0.307
H  -7.97673  -12.04735  16.65076  0.291
H  -9.56567  -12.10330  15.87146  0.313
H  -9.59359  -8.76770  16.14318  0.379
H  -10.28952  -9.97120  14.98556  0.023
H  -7.80907  -8.34458  14.21135  0.462
H  -9.37693  -7.69564  14.12451  0.339
H  -7.23150  -8.46383  11.91233  0.259
H  -8.81026  -7.70504  11.80139  0.301
H  -8.44382  -9.27719  10.86730  0.229
C  -16.91537  -6.93315  25.50966  -0.677
O  -18.03599  -7.58999  24.95537  -0.375
C  -18.32642  -7.20256  23.65085  -0.546
C  -17.14973  -7.26367  22.68881  -0.224
O  -16.52463  -8.57870  22.71341  -0.148
C  -17.40860  -9.69289  22.39251  0.248
H  -17.02516  -5.81309  25.30724  0.305
H  -16.01399  -7.35816  25.25663  0.235
H  -17.01178  -7.07015  26.59336  0.248
H  -18.72270  -6.17037  23.80277  0.465
H  -19.18051  -7.78730  23.28407  0.271
H  -16.34413  -6.55828  22.91466  0.444
H  -17.46457  -6.97423  21.63198  0.006
H  -17.91229  -10.01439  23.28375  0.307
H  -16.81369  -10.45883  21.92778  -0.336
H  -18.10575  -9.38998  21.60322  -0.133
C  -13.49809  -10.34182  16.31229  -0.204
O  -14.55171  -11.09873  15.79523  -0.061
C  -14.07343  -12.30190  15.15605  -0.803
C  -15.28216  -13.20832  14.94053  -0.482
O  -15.36702  -14.22600  15.93204  -0.204
C  -16.53300  -14.97907  15.82103  -0.904
H  -12.75186  -10.06345  15.53235  0.197
H  -12.95063  -11.01290  17.10058  0.048
H  -13.90726  -9.36970  16.69328  -0.025
H  -13.34179  -12.74989  15.79791  0.372
H  -13.52935  -12.03238  14.30271  0.522
H  -15.18704  -13.72926  13.91933  0.363
H  -16.20460  -12.64304  14.98694  0.266
H  -16.42809  -15.70147  14.96768  0.305
H  -17.39830  -14.42833  15.53607  0.384
H  -16.82889  -15.37711  16.75772  0.272
C  -14.76030  -15.64329  19.44704  -0.726
O  -14.95848  -14.74751  20.48445  0.255
C  -15.47406  -15.27909  21.68368  -0.601
C  -15.77831  -14.30240  22.75607  -0.508
O  -14.63787  -13.85984  23.44726  -0.234
C  -14.65374  -14.38188  24.72997  -0.895
H  -15.74087  -16.10664  19.16117  0.218
H  -14.00943  -16.38411  19.78761  0.271
H  -14.39824  -15.11940  18.60788  0.174
H  -14.76878  -15.96357  22.19019  0.259
H  -16.43826  -15.80507  21.54422  0.360
H  -16.46529  -14.72888  23.45644  0.656
H  -16.24082  -13.41652  22.27799  -0.010
H  -14.76338  -15.45032  24.72111  0.370
H  -15.51454  -13.97124  25.38207  0.300
H  -13.79491  -14.03889  25.29272  0.254
C  -8.93160  -18.89424  20.79720  -0.684
O  -9.73935  -17.87345  20.27740  -0.313
C  -10.00653  -16.83310  21.01744  0.881
O  -9.33361  -16.43127  21.94469  -0.625
O  -11.15106  -16.30734  20.58596  -0.257
C  -11.69216  -15.07375  21.22573  -0.544
H  -9.27478  -19.09685  21.80757  0.317
H  -7.87403  -18.52972  20.76658  0.245
H  -9.02675  -19.75606  20.15643  0.233
H  -12.00037  -14.34155  20.43240  0.126
H  -10.96243  -14.62576  21.91615  0.446
H  -12.53503  -15.39253  21.81640  0.110
C  -8.92798  -15.31971  17.83597  -0.608
O  -8.32058  -15.36327  19.14794  -0.087
C  -7.21892  -14.64236  19.35690  0.720
O  -6.67858  -13.95420  18.52998  -0.595
O  -6.78020  -15.00617  20.52872  -0.233
C  -5.53976  -14.44381  20.97856  -0.753
H  -9.86442  -15.88028  17.80965  0.240
H  -8.18193  -15.64752  17.11563  0.311
H  -9.25613  -14.29602  17.64765  0.153
H  -4.80316  -14.38218  20.15157  0.300
H  -5.24739  -15.08229  21.84565  0.198
H  -5.83814  -13.50228  21.32985  0.345
C  -17.01571  -10.30886  16.74052  -0.527
O  -18.29985  -9.68751  16.97007  -0.436
C  -18.49012  -9.10401  18.17247  0.811
O  -17.83525  -9.25229  19.15064  -0.585
O  -19.51300  -8.31260  18.12747  -0.350
C  -19.82062  -7.59768  19.31244  -0.365
H  -16.82182  -10.17226  15.71817  0.521
H  -17.15995  -11.37004  17.00424  0.266
H  -16.22864  -9.87891  17.41192  0.107
H  -20.90985  -7.71525  19.37138  0.294
H  -19.67925  -6.49931  19.20623  0.242
H  -19.29789  -8.04009  20.18877  -0.025
C  -14.08465  -10.69082  22.16633  -0.987
O  -14.58705  -11.24023  20.86942  -0.034
C  -13.69005  -11.66936  19.99198  0.502
O  -12.45781  -11.60277  20.09793  -0.769
O  -14.27032  -12.24752  18.99399  -0.056
C  -15.67019  -12.26891  18.94098  -0.010
H  -14.13719  -9.61743  22.07966  0.321
H  -13.02337  -10.94857  22.29010  0.382
H  -14.76985  -11.00159  22.91703  0.260
H  -16.07932  -11.30816  19.00037  0.602
H  -16.19969  -12.87492  19.64036  0.013
H  -15.93981  -12.72022  18.00703  -0.359

Atoms 1-3, force components in eV/Å:
C -1.38 -0.15 -1.77
O 0.03 0.15 0.88
C -1.36 0.31 -0.84